(1)
A 2-piece molecular cluster, C6H12O overall at a distorted geometry, computed with the ωB97M-V functional and the def2-TZVPD basis.

SMILES: C=C(C)/C=C/C.O
E_HOMO: -8.4 eV
Kohn-Sham gap: 8.908 eV
Relative energy (zero: lowest compared OMol25 entry of this formula, charge and spin): 49.7 kcal per mole

Geometry as ORCA input:
```
! RIJCOSX wB97M-V def2-TZVPD def2/J DEFGRID3
* xyz 0 1
C -1.692 0.705 0.748
C -1.008 -0.420 0.425
C -1.598 -1.661 -0.180
C 0.443 -0.414 0.565
C 1.237 0.632 0.786
C 2.638 0.483 1.303
H -2.551 1.105 0.206
H -1.502 1.273 1.650
H -0.981 -1.958 -1.030
H -2.591 -1.550 -0.605
H -1.556 -2.465 0.548
H 0.956 -1.379 0.559
H 0.857 1.648 0.737
H 2.700 0.826 2.338
H 2.957 -0.545 1.142
H 3.332 1.154 0.784
O -0.163 0.621 -2.875
H 0.740 0.313 -2.765
H -0.489 0.684 -1.971
*
```

(2)
A 6-piece molecular cluster, C17H46BFNO9S5 overall at a distorted geometry, computed with the ωB97M-V functional and the def2-TZVPD basis.

E_HOMO: -10.0 eV
Kohn-Sham gap: 6.586 eV

Geometry as ORCA input:
```
! RIJCOSX wB97M-V def2-TZVPD def2/J DEFGRID3
* xyz 1 1
C -0.034 7.034 -0.380
C 1.170 7.964 -0.683
O 1.434 8.168 -2.097
B 1.459 7.034 -2.830
O 0.771 7.014 -4.030
N 2.241 5.761 -2.454
C 1.746 4.522 -3.175
C 2.554 3.252 -2.691
C 1.733 1.940 -2.892
O 2.552 0.829 -2.493
C 3.740 5.960 -2.621
C 4.427 5.677 -1.266
O 5.007 4.718 -1.045
F 4.323 6.586 -0.262
H -0.316 7.214 0.680
H 0.191 5.946 -0.440
H -0.927 7.322 -0.969
H 2.066 7.633 -0.112
H 0.919 8.960 -0.268
H 1.377 6.898 -4.782
H 2.061 5.566 -1.459
H 0.691 4.306 -2.908
H 1.855 4.609 -4.268
H 2.688 3.361 -1.591
H 3.511 3.245 -3.243
H 0.858 2.011 -2.210
H 1.455 1.763 -3.948
H 3.261 1.213 -1.955
H 4.172 5.374 -3.444
H 3.886 7.042 -2.840
C 0.844 -1.815 -1.883
S 0.097 -3.322 -1.246
O -1.176 -2.928 -0.578
C 1.315 -3.612 0.044
H 0.214 -1.434 -2.686
H 0.908 -1.072 -1.088
H 1.837 -2.032 -2.276
H 1.357 -2.754 0.716
H 2.292 -3.782 -0.409
H 1.021 -4.497 0.606
C 1.527 -8.271 2.056
S 1.222 -6.709 2.887
O 2.195 -5.715 2.341
C 1.831 -7.226 4.501
H 1.248 -8.161 1.009
H 2.585 -8.529 2.128
H 0.918 -9.051 2.511
H 2.869 -7.548 4.419
H 1.211 -8.039 4.879
H 1.767 -6.377 5.180
C -2.485 -1.636 1.556
S -2.775 -0.064 2.378
O -1.795 0.920 1.820
C -2.161 -0.577 3.990
H -2.766 -1.535 0.511
H -1.432 -1.901 1.622
H -3.099 -2.409 2.022
H -1.126 -0.909 3.904
H -2.785 -1.384 4.376
H -2.214 0.276 4.666
C -0.869 -7.291 -2.386
S -1.474 -8.111 -0.903
O -0.297 -8.728 -0.224
C -2.349 -9.431 -1.759
H -0.254 -6.445 -2.083
H -0.268 -7.986 -2.975
H -1.715 -6.932 -2.973
H -1.655 -9.990 -2.387
H -3.147 -9.003 -2.366
H -2.780 -10.096 -1.012
C -4.064 3.363 2.218
S -5.511 2.834 3.149
O -6.699 3.036 2.279
C -5.477 4.191 4.335
H -3.917 2.671 1.391
H -4.225 4.370 1.828
H -3.186 3.343 2.864
H -5.545 5.144 3.809
H -4.553 4.144 4.914
H -6.329 4.083 5.003
*
```